No. 1
ORCA calculation (ωB97M-V with the def2-TZVPD basis set) on a 3-piece molecular cluster, C12H32BFO8P2S2 overall.

ORCA input file:
```
! RIJCOSX wB97M-V def2-TZVPD def2/J DEFGRID3
* xyz 0 1
H 0.18276 6.66798 -0.80408
H -0.41935 -2.26167 -1.61464
S -0.03637 5.67039 -1.79557
C 0.39767 0.57860 2.10174
C -1.74541 0.64892 -1.11380
H -1.92039 1.26400 -0.22567
H -0.58801 -2.68060 -4.66174
C -1.84230 -2.66821 5.73654
H 0.37117 -3.59248 -2.48749
C 2.96612 -1.92870 3.25290
H -2.62146 0.72708 -1.76608
C -1.03035 -2.46810 -3.68562
O 0.26281 -1.60110 5.28721
H 0.35957 1.05666 -1.14916
O 0.54759 -0.45349 3.06065
H -1.00604 0.56151 -6.89317
H 1.52078 2.10631 3.14386
O -1.77701 -1.25612 -3.68471
O 2.07481 -0.20443 4.78120
H -1.76680 -3.26413 -3.52218
H 1.18726 1.03585 -7.89079
H 3.81220 -1.18736 5.05312
O -1.18415 0.06026 4.54380
H -2.65727 -2.75695 6.46146
H -1.50344 -3.67319 5.46853
C 1.16549 0.55163 -6.90967
H 1.44769 2.32493 1.38333
H -0.28161 -0.98734 -7.31555
H -3.20136 6.69538 -0.79852
O -0.18741 0.24569 -2.92808
H 1.96874 -0.18986 -6.86920
C -0.17720 -0.11333 -6.66205
B -1.51661 4.69042 -1.08083
C -0.69121 -1.86039 6.30988
S -3.22520 5.43205 -1.47236
H -1.66676 -0.39709 -0.80479
H 3.26356 -1.12494 2.57233
O -0.24241 -0.56465 -5.31472
H -2.23740 -2.22117 4.81909
H 0.40078 0.10553 1.11453
H 0.86732 -1.92753 -2.78230
H -0.19248 -2.43734 7.09745
F -1.29302 3.46045 -0.26386
H 2.50132 1.08468 2.09786
C -0.49092 1.09722 -1.83722
H 2.03089 -2.35691 2.87791
P -1.19388 0.27532 -4.23928
P 0.35501 -0.06475 4.65592
C 1.53112 1.58201 2.18259
H -1.04342 -0.93121 6.76636
H 3.72321 -2.71861 3.21012
H -0.57168 1.07234 2.22735
H -0.58672 2.13222 -2.18187
C 2.80984 -1.41869 4.67298
H 2.42289 -2.19678 5.33516
H 1.39755 1.29960 -6.14525
O -0.67199 1.64591 -4.73561
C 0.00155 -2.56576 -2.57799
*
```

Its LUMO energy is -2.2 eV. Its strongest force on any atom is 0.1895 Eh/bohr. Its SMILES is CCOP(=O)(OCC)OCC.CCOP(=O)(OCC)OCC.FB(S)S. The calculation puts the HOMO energy at -9.4800 eV. The calculation puts the total energy at -72982.1347 eV. Its HOMO-LUMO gap is 7.291 eV.

Mulliken population analysis, charges in e, atoms 1 to 6: 0.1573, 0.1326, -0.3328, 0.0632, -1.0426, 0.3616

=====

No. 2
ORCA calculation (ωB97M-V with the def2-TZVPD basis set) on C8H24CrN4OS as an isolated structure.

ORCA input file:
```
! RIJCOSX wB97M-V def2-TZVPD def2/J DEFGRID3
* xyz 3 2
H -3.72105 -0.27268 -0.49289
C -2.65665 -0.45449 -0.35039
H -0.79785 -2.75681 -0.52429
H -0.75128 -3.53389 1.05395
H -2.84000 -0.86451 1.73831
H 1.40706 2.56403 -3.50306
H 0.33825 1.82853 2.17191
H 1.56397 -1.43516 -1.18231
H 1.57150 -2.69481 1.42620
C -0.38117 -2.67978 0.48336
H 3.56772 2.45599 -0.37252
C 0.90719 3.25292 -2.82409
H -1.37297 -1.87069 3.10336
H 1.52033 -3.46826 -0.14272
H -2.00253 1.43865 -0.90894
C -0.54659 0.12586 2.97006
N -0.89760 -1.39597 1.08019
H -2.27896 -0.90200 -1.27298
H -2.32102 1.31431 0.67567
H 3.55014 3.77005 -1.56640
C -2.39014 -1.31360 0.85264
H 3.38824 2.06884 -2.13562
N -1.89507 0.81938 -0.10683
H 1.17169 4.29196 -3.04070
H -0.17632 3.15056 -2.85758
C 1.12157 -2.63846 0.43869
H -2.80607 -2.31545 0.74882
H -0.23235 0.22785 4.00777
C 3.16683 2.77160 -1.33442
S 1.41852 2.96927 -1.15202
H 2.45162 -1.07726 0.11198
H 0.34445 -1.81349 2.75404
O 0.90470 1.48692 -0.84859
N 1.50150 -1.31721 -0.16856
C -0.60596 -1.32281 2.55460
N 0.41970 0.81887 2.05054
H 1.37110 0.59960 2.34556
H -1.51176 0.62154 2.87258
Cr 0.07503 0.19336 0.13025
*
```

Its LUMO energy (alpha / beta) is -12.0 / -11.4 eV. Its strongest force on any atom is 0.0097 Eh/bohr. As for the expectation value of S²: 0.757. The calculation puts the HOMO energy (alpha / beta) at -20.8126 / -20.4155 eV. The calculation puts the total energy at -55922.7829 eV. Its HOMO-LUMO gap (alpha / beta) is 8.800 / 8.984 eV.

Mulliken population analysis, charges in e, atoms 1 to 6: 0.4973, -0.5600, 0.4096, 0.3683, 0.4254, 0.3636

=====

No. 3
ORCA calculation (ωB97M-V with the def2-TZVPD basis set) on a 6-piece molecular cluster, H13NO5 overall.

ORCA input file:
```
! RIJCOSX wB97M-V def2-TZVPD def2/J DEFGRID3
* xyz 0 1
H -1.73107 0.98663 -2.31862
H 1.62070 0.44750 1.05334
H -2.21282 0.19510 -3.52211
H 3.18891 -2.27388 1.28259
O -4.10762 2.37234 -2.41738
O 0.58273 -1.60386 3.69799
O 2.74380 -2.10023 0.45920
H -3.84335 3.26718 -2.63328
H 1.11844 -1.46836 4.46583
H 1.00056 1.24236 2.22851
O -1.63911 0.12956 -2.75465
H 1.31464 -0.43994 -0.76331
H -4.23938 2.39419 -1.46074
N 1.12526 0.52820 -0.95899
H 1.85804 1.04546 -1.41564
H 0.99858 -1.10670 2.99081
O 1.32658 0.38479 1.96899
H 1.83510 -2.15256 0.75388
H 0.20998 0.71041 -1.34233
*
```

Its LUMO energy is 0.4 eV. Its strongest force on any atom is 0.0206 Eh/bohr. The calculation puts the energy relative to the best compared isomer or geometry (same formula, charge and spin) at 117.4 kJ/mol. Its SMILES is N.O.O.O.O.O. The calculation puts the HOMO energy at -9.9440 eV. The calculation puts the total energy at -11938.6583 eV. Its HOMO-LUMO gap is 10.338 eV.

Mulliken population analysis, charges in e, atoms 1 to 6: 0.3219, 0.4318, 0.3113, 0.3153, -0.6474, -0.6326